98
Properties=species:S:1:pos:R:3:forces:R:3 method="wB97M-V/def2-TZVPD" e_lumo_ev=1.8 de_lowest_kj_mol=249.1 homo_energy_ha=-0.1255 total_energy_ev=-103623.2909 orbital_gap_ev=5.2 fmax_ev_per_a=2.77 multiplicity=1 total_charge=-1
Ti 0.355 -0.611 -0.329 -2.4855 0.1660 -1.2189
I 4.528 -2.246 6.071 -0.2034 0.0947 -0.1671
C 3.390 -1.579 4.428 0.2151 -0.0870 0.2645
C 3.213 -0.225 4.221 0.0289 -0.0918 0.0382
C 2.535 0.173 3.086 -0.3549 0.4211 -0.5523
I 2.213 2.222 2.725 0.1107 -0.2372 0.0951
C 2.026 -0.721 2.128 0.8766 -0.2783 1.1560
O 1.473 -0.268 1.031 1.0402 0.1869 1.1152
C 2.189 -2.099 2.405 -0.1060 0.1691 -0.3841
C 1.675 -3.138 1.434 0.0621 0.0793 0.0912
N 0.283 -2.922 1.020 0.0340 0.0731 -0.0215
C -0.659 -3.446 2.010 -0.2161 0.1903 0.0432
C -0.867 -2.526 3.195 0.0432 -0.0361 -0.1944
C -1.358 -3.042 4.388 -0.0390 -0.0298 0.2279
C -1.505 -2.202 5.479 0.0570 -0.0465 -0.3005
C -1.162 -0.867 5.325 -0.0330 -0.0284 0.2190
C -0.718 -0.440 4.088 -0.0390 0.1325 -0.1320
N -0.564 -1.245 3.039 -0.2570 -0.0018 0.1274
C 2.869 -2.504 3.538 -0.0098 -0.0028 0.0510
H 3.597 0.511 4.913 0.0132 -0.0126 0.0139
H 1.793 -4.131 1.891 0.0057 0.0594 -0.0045
H 2.298 -3.115 0.541 -0.0476 -0.0289 0.0291
H 0.133 -3.421 0.151 -0.0229 -0.0117 0.0205
H -0.316 -4.415 2.404 -0.0095 0.0211 -0.1165
H -1.621 -3.614 1.518 0.0079 0.1404 -0.0264
H -1.606 -4.094 4.461 0.0028 -0.0181 -0.0190
H -1.876 -2.580 6.422 0.0163 0.0012 0.0194
H -1.232 -0.179 6.156 -0.0426 0.0698 -0.0588
H -0.476 0.605 3.918 0.0413 0.0065 0.0105
H 2.998 -3.563 3.725 -0.0192 -0.0171 -0.0154
C 3.853 2.888 -3.049 0.0545 0.0972 -0.0246
C 2.739 2.834 -3.873 0.0206 0.0035 0.0499
C 1.652 2.042 -3.544 -0.1909 -0.0607 0.0848
C 1.655 1.249 -2.386 0.3227 0.3780 -0.1626
C 2.766 1.370 -1.532 -0.1874 -0.2637 -0.1997
C 3.845 2.169 -1.862 -0.0017 0.0633 0.0052
N 0.590 0.442 -2.006 0.6100 -0.0684 0.6596
C -0.267 -0.167 -2.902 -0.9513 -0.3604 -0.7032
C -0.066 -0.335 -4.278 0.2384 -0.0273 0.2903
C -1.004 -0.970 -5.071 -0.0619 -0.0703 -0.2135
C -2.183 -1.455 -4.519 0.1413 -0.0564 -0.0412
C -2.372 -1.398 -3.154 0.0353 -0.1048 0.2082
C -1.406 -0.813 -2.322 0.0500 0.3550 -0.8699
N -1.476 -0.841 -0.953 0.7603 -0.0816 1.2157
N -2.523 -1.567 -0.427 -0.3455 -1.0131 0.2860
C -3.079 -1.142 0.705 0.2013 0.7064 -0.9948
C -4.001 -2.011 1.364 -0.1458 -0.1456 0.3360
C -4.671 -1.570 2.472 0.1804 -0.0655 -0.2105
C -4.463 -0.261 2.926 -0.1099 0.2495 0.2777
C -3.571 0.525 2.222 0.0348 -0.1445 0.0554
N -2.880 0.128 1.160 0.0465 0.0809 0.1156
H 4.703 3.500 -3.318 0.0135 0.0203 0.0227
H 2.704 3.429 -4.777 -0.0003 -0.0022 -0.0021
H 0.771 2.063 -4.170 0.0187 -0.0469 -0.0363
H 2.756 0.830 -0.594 0.0758 0.0310 0.0331
H 4.679 2.249 -1.176 0.0095 -0.0590 0.0027
H 0.867 -0.019 -4.721 -0.0224 0.1026 -0.0133
H -0.801 -1.113 -6.125 -0.0096 0.0949 -0.0243
H -2.927 -1.924 -5.152 -0.0320 0.0022 0.0091
H -3.240 -1.835 -2.682 0.0064 0.0470 0.0357
H -4.154 -3.005 0.964 0.0398 -0.0107 -0.0374
H -5.360 -2.224 2.994 -0.0271 -0.0286 -0.0356
H -4.990 0.131 3.785 0.0182 0.0225 0.0082
H -3.397 1.555 2.523 -0.0275 0.0113 0.1034
C 0.503 4.876 -1.497 0.0578 0.0165 0.1452
C 0.718 3.884 -0.360 -0.2878 -0.1846 -0.0410
Sb -0.831 2.357 0.075 -0.1161 0.9628 -0.1339
C -1.990 2.646 -1.769 0.1683 -0.1741 0.3291
C -2.920 3.851 -1.830 0.1097 -0.0307 0.0976
C -2.010 3.713 1.372 0.1339 -0.3701 0.0195
C -1.628 5.185 1.437 0.0120 -0.0574 -0.0751
H 1.400 5.489 -1.627 -0.0223 0.0401 -0.0770
H -0.330 5.552 -1.299 -0.0132 -0.0069 -0.0735
H 0.322 4.366 -2.443 -0.0511 0.0230 -0.0286
H 0.877 4.418 0.580 0.0353 -0.0403 0.0114
H 1.618 3.311 -0.559 0.1033 -0.0073 0.0832
H -2.555 1.726 -1.917 0.0871 -0.0485 -0.0197
H -1.243 2.705 -2.562 0.0330 -0.0974 0.0012
H -3.774 3.719 -1.166 -0.0205 0.0630 0.0253
H -3.304 3.989 -2.845 -0.0471 -0.0082 0.0070
H -2.404 4.768 -1.547 -0.0759 0.0556 -0.0019
H -1.913 3.299 2.377 -0.1115 -0.1379 0.0035
H -3.051 3.593 1.070 -0.0153 -0.0549 0.0256
H -0.624 5.305 1.844 0.0240 0.0912 -0.0399
H -2.310 5.731 2.096 -0.0077 0.0166 -0.0084
H -1.658 5.663 0.459 0.0286 0.0444 0.0066
N 4.015 -5.352 -4.805 -0.0272 0.0390 0.0183
C 3.467 -4.644 -4.081 0.3054 -0.3749 -0.3035
C 2.794 -3.778 -3.178 -0.5070 0.5091 0.5588
C 1.406 -3.847 -3.028 0.3229 -0.2109 -0.1493
C 0.758 -2.981 -2.168 -0.1526 0.1174 0.2216
C 1.433 -2.011 -1.402 0.6733 -0.8452 -1.0347
C 2.832 -1.998 -1.554 -0.0952 0.2001 0.1812
C 3.503 -2.845 -2.414 0.0920 -0.2320 -0.2230
H 0.853 -4.590 -3.589 -0.0530 0.0597 -0.0305
H -0.324 -3.065 -2.100 0.0157 0.0243 -0.0201
H 3.431 -1.304 -0.972 -0.0276 0.0147 -0.0292
H 4.581 -2.805 -2.505 -0.0054 0.0646 0.0133

=====

98
Properties=species:S:1:pos:R:3:forces:R:3 method="wB97M-V/def2-TZVPD" e_lumo_ev="-3.8 / -3.5" de_lowest_kj_mol=351.0 homo_energy_ha="-0.3760 / -0.3820" total_energy_ev=-123574.8172 orbital_gap_ev="6.4 / 6.8" fmax_ev_per_a=1.94 multiplicity=2 total_charge=+1
W 0.558 0.148 0.853 0.6030 0.5333 0.3646
S -1.161 2.194 1.294 0.0640 -0.3757 -0.2680
P -1.279 1.832 -0.688 0.1384 0.3277 -0.5703
C -0.641 0.213 -0.996 -1.0065 0.2306 1.6448
P -1.712 -1.018 -0.333 -0.1265 -0.4622 -0.4580
S -1.588 -1.025 1.694 0.5809 -0.0040 -0.4091
C -1.176 -2.661 -0.921 -0.1324 0.0514 0.1244
C -0.962 -3.706 -0.024 0.0048 0.0528 -0.1441
C -0.624 -4.968 -0.494 -0.0487 -0.0058 -0.0018
C -0.516 -5.195 -1.858 0.0193 -0.0857 0.0757
C -0.750 -4.163 -2.756 -0.0094 0.0486 -0.1097
C -1.090 -2.902 -2.291 0.0031 0.0242 0.0713
C -3.470 -0.987 -0.786 0.1718 0.1747 -0.0407
C -3.839 -0.780 -2.112 0.0272 -0.0671 0.0350
C -5.178 -0.797 -2.463 0.0201 0.0767 -0.0836
C -6.146 -1.017 -1.493 -0.0489 0.0362 -0.0116
C -5.778 -1.243 -0.176 -0.0618 -0.0316 0.0419
C -4.439 -1.227 0.182 0.0868 -0.0057 -0.0967
C -2.922 2.305 -1.284 0.0988 -0.2712 -0.0150
C -3.984 2.443 -0.400 0.0289 -0.0009 -0.0618
C -5.211 2.884 -0.874 -0.0416 -0.0024 0.0039
C -5.368 3.184 -2.220 -0.1230 -0.0171 0.0600
C -4.310 3.028 -3.105 0.0608 -0.0371 -0.1083
C -3.085 2.583 -2.640 -0.0336 -0.0153 0.0734
C -0.235 3.056 -1.541 -0.0855 -0.0548 0.0236
C 0.948 2.730 -2.191 -0.1348 -0.0327 -0.0430
C 1.727 3.725 -2.762 0.0643 0.0395 -0.0434
C 1.332 5.051 -2.675 0.0406 -0.0242 -0.0150
C 0.154 5.383 -2.019 -0.0419 0.0335 0.0121
C -0.633 4.390 -1.461 0.1146 -0.0270 0.0297
H -1.061 -3.527 1.037 0.0017 0.0021 0.0517
H -0.454 -5.773 0.209 0.0007 -0.0081 -0.0145
H -0.263 -6.183 -2.220 0.0195 0.0195 -0.0245
H -0.672 -4.342 -3.821 -0.0288 -0.0073 0.0034
H -1.290 -2.098 -2.990 0.0418 -0.0359 -0.0262
H -3.076 -0.619 -2.865 -0.0508 0.1116 -0.0288
H -5.470 -0.632 -3.492 0.0083 0.0097 -0.0057
H -7.193 -1.007 -1.769 0.0096 -0.0447 0.0095
H -6.533 -1.437 0.574 0.0075 0.0262 -0.0004
H -4.144 -1.412 1.207 -0.0392 0.0641 0.0422
H -3.844 2.224 0.651 -0.0112 -0.0164 0.0072
H -6.040 3.004 -0.189 -0.0049 0.0033 -0.0193
H -6.323 3.547 -2.580 0.0153 -0.0131 -0.0068
H -4.439 3.265 -4.153 0.0028 -0.0086 0.0122
H -2.242 2.473 -3.313 -0.0579 0.0403 -0.0494
H 1.259 1.696 -2.246 0.0040 0.1707 0.0519
H 2.647 3.468 -3.272 -0.0091 -0.0149 0.0015
H 1.942 5.825 -3.120 -0.0071 0.0082 0.0098
H -0.152 6.419 -1.946 -0.0168 -0.0106 -0.0160
H -1.556 4.644 -0.954 0.0133 0.0544 0.0069
O 0.848 0.661 2.807 -0.0505 -0.0097 0.6105
N 1.088 1.913 3.177 0.2504 0.4344 -0.2324
C 0.758 2.286 4.426 -0.1438 -0.1065 0.2118
C 1.012 3.563 4.849 0.0537 0.0084 -0.0615
C 1.624 4.460 3.972 0.0148 -0.0352 -0.0478
C 1.978 4.045 2.707 0.0002 0.0543 0.0919
C 1.697 2.743 2.302 0.0358 -0.2220 -0.0282
S 2.101 2.094 0.754 -0.1648 -0.7379 -0.3254
H 0.290 1.517 5.023 0.0096 -0.0209 -0.0452
H 0.739 3.852 5.852 -0.0313 -0.0184 -0.0034
H 1.815 5.477 4.284 0.0305 -0.0069 -0.0057
H 2.458 4.707 2.002 -0.0159 0.0057 -0.0043
C 2.740 -0.867 -3.758 -0.0439 -0.0243 0.0818
C 1.615 -0.826 -2.725 0.0349 0.1611 0.0867
P 2.100 -1.016 -0.947 0.6378 -0.1045 -0.4711
C 3.821 -0.333 -0.953 -0.1537 -0.0335 0.3906
C 4.579 -0.362 0.380 0.0578 -0.0088 -0.1243
C 2.393 -2.852 -1.027 -0.2414 0.0490 0.3474
C 3.362 -3.567 -0.087 -0.0018 0.0191 -0.0994
H 2.298 -0.910 -4.753 0.0292 0.0075 -0.0184
H 3.384 -1.742 -3.652 0.0257 0.0256 -0.0222
H 3.363 0.026 -3.713 0.0362 -0.0277 -0.0008
H 0.920 -1.647 -2.898 -0.0226 0.0384 0.0252
H 1.036 0.085 -2.842 -0.0668 -0.2148 0.0029
H 3.733 0.698 -1.310 0.0246 -0.0177 -0.0200
H 4.384 -0.896 -1.699 -0.0479 0.0567 -0.0848
H 3.979 0.019 1.200 -0.0394 0.0906 0.0865
H 5.469 0.263 0.306 0.0021 -0.0126 0.0041
H 4.906 -1.369 0.636 -0.0235 0.0689 0.0143
H 2.755 -2.990 -2.047 -0.0703 0.0242 -0.0547
H 1.405 -3.317 -0.973 0.0927 0.0284 -0.0575
H 4.362 -3.137 -0.139 -0.0259 -0.0786 0.0117
H 3.440 -4.607 -0.408 0.0178 -0.0040 0.0003
H 3.033 -3.572 0.948 0.0261 0.0029 0.0174
Cl 2.109 -2.264 7.828 0.0190 0.0009 0.0906
C 1.921 -2.077 6.118 -0.0322 0.0392 -0.1735
C 3.025 -1.835 5.319 0.0379 -0.0023 0.1193
C 2.857 -1.684 3.952 0.0144 0.1032 -0.0888
C 1.604 -1.768 3.345 -0.0257 0.0209 0.1606
C 1.504 -1.625 1.854 -0.4297 -0.0570 -0.1806
C 0.515 -2.035 4.178 0.0659 0.0009 -0.1147
C 0.662 -2.180 5.546 -0.0232 -0.0134 0.0406
H 4.008 -1.772 5.766 -0.0008 0.0049 -0.0062
H 3.737 -1.497 3.344 -0.0286 0.0026 -0.0236
H 0.997 -2.499 1.433 0.1105 0.0301 -0.0888
H 2.533 -1.642 1.491 -0.0248 0.0589 -0.0566
H -0.473 -2.136 3.757 -0.0830 -0.0103 -0.0575
H -0.202 -2.377 6.168 0.0326 -0.0283 0.0181

=====

What is the multiplicity in the second record?
2

=====

Among the records above, which one has the highest multiplicity?
C43H45ClNOP3S3W

=====

Which of these has the lowest multiplicity?
C43H43I2N7OSbTi

=====

The highest multiplicity belongs to which entry?
C43H45ClNOP3S3W